No. 1
Density functional theory data (the ωB97M-V functional and the def2-TZVPD basis) for C13H14O2 in the gas phase.

Summary:
- LUMO level (spin up / spin down): -0.52 / -0.62 eV
- E_tot: -654.04297 a.u.
- HOMO-LUMO gap (spin up / spin down): 0.251 / 0.226 hartree
- Highest occupied orbital energy (spin up / spin down): -7.35 / -6.76 eV

CARTESIAN COORDINATES (ANGSTROEM)
O (-1.577, -0.326, 1.924)
O (-2.428, 1.730, 0.083)
C (-0.876, -1.736, 0.145)
C (-1.296, 0.566, -1.753)
C (0.340, -1.297, 0.017)
C (3.460, 0.383, -0.929)
C (-1.383, -0.339, 0.682)
C (3.237, 0.289, 1.444)
C (-2.365, 2.084, 1.450)
C (-1.629, 0.645, -0.274)
C (1.519, -0.593, 0.046)
C (3.963, 0.606, 0.290)
C (2.201, -0.146, -1.082)
C (2.069, -0.421, 1.310)
C (-1.780, -2.831, 0.021)
H (-1.484, -0.483, -2.240)
H (-1.999, 1.216, -2.306)
H (-2.753, 3.079, 1.605)
H (-2.725, -2.568, 0.371)
H (3.927, 0.747, -1.888)
H (1.534, -0.919, 2.085)
H (-1.700, -3.216, -1.031)
H (3.801, 0.469, 2.364)
H (5.050, 0.919, 0.527)
H (-2.769, 1.235, 1.989)
H (-1.444, -3.662, 0.607)
H (-0.278, 0.977, -1.949)
H (1.611, -0.180, -2.054)
H (-1.398, 2.124, 1.925)



No. 2
Density functional theory data (the ωB97M-V functional and the def2-TZVPD basis) for a molecular structure, C6H18FO3S3Sn.

Summary:
- LUMO level: -8.88 eV
- E_tot: -1973.14942 a.u.
- Total charge: +1
- HOMO-LUMO gap: 0.066 hartree
- Highest occupied orbital energy: -10.67 eV

CARTESIAN COORDINATES (ANGSTROEM)
Sn (-1.778, -2.946, 3.737)
S (-4.776, 3.037, -0.617)
S (-0.164, -3.077, -3.459)
S (3.418, 1.794, 4.747)
F (2.846, -5.377, 3.963)
O (-4.266, 1.982, 0.389)
O (1.976, 1.393, 4.600)
O (-0.043, -1.888, -2.473)
C (4.353, 0.567, 3.695)
C (-5.681, 2.128, -1.871)
C (3.896, 1.270, 6.415)
C (1.494, -3.746, -3.794)
C (-3.305, 3.749, -1.560)
C (-0.449, -2.326, -5.156)
H (5.375, 0.813, 3.406)
H (0.473, -2.150, -5.711)
H (-5.061, 1.477, -2.488)
H (-2.632, 4.012, -0.744)
H (2.087, -2.883, -4.098)
H (-6.486, 1.524, -1.453)
H (-0.997, -3.112, -5.676)
H (-3.622, 4.636, -2.108)
H (1.855, -4.232, -2.888)
H (3.401, 1.757, 7.255)
H (3.677, 0.268, 2.894)
H (-2.838, 2.994, -2.193)
H (4.351, -0.341, 4.298)
H (-6.043, 2.927, -2.519)
H (4.969, 1.384, 6.574)
H (1.529, -4.404, -4.662)
H (-1.126, -1.476, -5.073)
H (3.567, 0.243, 6.570)



No. 3
Density functional theory data (the ωB97M-V functional and the def2-TZVPD basis) for a molecular structure, C10H30O5.

Summary:
- LUMO level: 0.66 eV
- E_tot: -774.52802 a.u.
- HOMO-LUMO gap: 0.320 hartree
- Highest occupied orbital energy: -8.06 eV

CARTESIAN COORDINATES (ANGSTROEM)
O (1.390, 1.657, 21.535)
O (4.466, 3.930, 18.944)
O (-1.410, 3.428, 19.087)
O (0.866, 2.373, 18.487)
O (0.381, 3.677, 16.816)
C (-1.081, 4.775, 19.177)
C (-2.247, 5.417, 20.005)
C (1.262, 3.506, 19.155)
C (0.954, 1.319, 16.796)
C (6.421, 2.826, 18.658)
C (2.758, 3.464, 19.436)
C (0.158, 2.401, 16.186)
C (5.215, 2.891, 19.500)
C (0.092, 1.258, 21.361)
C (-0.355, 1.229, 19.865)
H (0.633, 2.427, 15.206)
H (-0.643, 2.234, 19.557)
H (-2.523, 4.783, 20.847)
H (3.101, 4.369, 19.938)
H (-1.983, 6.400, 20.396)
H (3.314, 3.345, 18.506)
H (-1.263, 0.635, 19.756)
H (-0.578, 1.958, 21.859)
H (-0.472, 4.091, 16.967)
H (-3.176, 5.464, 19.437)
H (6.899, 3.754, 18.344)
H (-0.079, 0.294, 21.841)
H (-0.913, 2.216, 16.098)
H (0.783, 0.399, 16.236)
H (0.571, 1.178, 17.806)
H (6.420, 2.130, 17.819)
H (2.013, 1.575, 16.771)
H (0.876, 2.575, 17.548)
H (0.888, 4.373, 18.611)
H (5.395, 3.109, 20.553)
H (-0.586, 2.955, 18.950)
H (0.414, 0.800, 19.223)
H (3.988, 3.717, 18.140)
H (2.933, 2.564, 20.026)
H (4.558, 2.022, 19.457)
H (-0.050, 4.820, 19.529)
H (-1.093, 5.245, 18.193)
H (0.678, 3.729, 20.047)
H (7.243, 2.456, 19.271)
H (1.519, 2.604, 21.618)



No. 4
Density functional theory data (the ωB97M-V functional and the def2-TZVPD basis) for a molecular structure, C26H27IrN4OPS2Te.

Summary:
- Multiplicity: 2
- LUMO level (spin up / spin down): -7.49 / -8.29 eV
- E_tot: -2810.77676 a.u.
- Total charge: +2
- HOMO-LUMO gap (spin up / spin down): 0.232 / 0.205 hartree
- Highest occupied orbital energy (spin up / spin down): -13.80 / -13.86 eV

CARTESIAN COORDINATES (ANGSTROEM)
Ir (-0.258, 1.150, -0.518)
Te (-3.485, -0.100, 0.679)
S (-0.158, 3.459, -0.538)
S (-2.298, 1.969, -1.390)
P (1.049, -0.862, -0.472)
O (-0.809, 0.992, 1.517)
N (0.396, 1.171, -2.475)
N (-1.377, 7.009, -0.953)
N (-4.892, 4.374, -2.263)
N (0.456, 2.544, 2.569)
C (3.756, -1.178, -3.527)
C (4.005, 0.295, 2.049)
C (3.385, -0.094, -4.316)
C (-1.324, -4.770, -0.340)
C (3.463, -1.974, 2.651)
C (2.297, 0.692, -3.972)
C (0.156, -3.290, -1.527)
C (-2.501, 4.726, -1.363)
C (-0.046, 0.469, 3.711)
C (3.051, -1.469, -2.373)
C (-0.583, -4.465, -1.471)
C (1.956, -0.683, -2.012)
C (-1.921, 6.014, -1.137)
C (-5.290, -0.075, -0.409)
C (-0.609, -2.723, 0.694)
C (0.153, -2.422, -0.439)
C (3.042, 0.261, 1.055)
C (-1.337, -3.899, 0.746)
C (2.284, -0.895, 0.852)
C (2.498, -2.014, 1.651)
C (-0.144, 1.374, 2.530)
C (-3.842, 4.580, -1.842)
C (-4.268, 0.873, 2.377)
C (-1.783, 3.615, -1.107)
C (1.585, 0.380, -2.826)
C (4.210, -0.823, 2.851)
H (4.607, -1.784, -3.808)
H (0.263, 0.993, 4.613)
H (3.361, -2.288, -1.734)
H (-0.574, -5.144, -2.313)
H (-4.896, 0.158, 2.907)
H (4.604, 1.185, 2.194)
H (-3.442, 1.195, 3.003)
H (-0.392, 0.828, -3.027)
H (2.009, 1.532, -4.593)
H (1.930, -2.921, 1.490)
H (0.966, 2.842, 3.385)
H (3.951, 0.144, -5.207)
H (3.639, -2.848, 3.263)
H (-5.968, -0.809, 0.022)
H (2.896, 1.128, 0.415)
H (0.699, -0.296, 3.475)
H (-0.615, -2.043, 1.540)
H (-0.999, -0.027, 3.883)
H (0.540, 2.141, -2.762)
H (-5.071, -0.334, -1.442)
H (-5.723, 0.922, -0.356)
H (0.735, -3.063, -2.412)
H (-1.909, -4.146, 1.631)
H (-4.858, 1.727, 2.052)
H (4.966, -0.799, 3.626)
H (-1.892, -5.690, -0.299)
H (0.357, 3.189, 1.795)



No. 5
Density functional theory data (the ωB97M-V functional and the def2-TZVPD basis) for a gas-phase ion, C5H10N3 (charge +1).

Summary:
- LUMO level: -4.24 eV
- E_tot: -360.44772 a.u.
- Total charge: +1
- HOMO-LUMO gap: 0.320 hartree
- Highest occupied orbital energy: -12.96 eV

CARTESIAN COORDINATES (ANGSTROEM)
N (-1.138, -1.705, 0.542)
N (1.196, -0.752, 0.247)
N (0.310, 1.320, 1.591)
C (1.301, -0.086, -2.027)
C (-0.660, 0.436, -0.467)
C (-1.643, -0.650, 0.051)
C (0.679, -0.034, -0.834)
C (-0.591, 1.453, 0.729)
H (0.227, -1.520, 0.477)
H (-1.309, 2.235, 0.885)
H (-0.930, 1.066, -1.340)
H (2.342, -0.311, -1.955)
H (2.041, -1.294, 0.112)
H (0.669, 1.955, 2.271)
H (-1.670, -2.206, 1.230)
H (1.130, 0.118, 1.114)
H (0.720, 0.247, -2.886)
H (-2.672, -0.272, 0.259)



No. 6
Density functional theory data (the ωB97M-V functional and the def2-TZVPD basis) for C6H7P in the gas phase.

Summary:
- LUMO level (spin up / spin down): -0.68 / -1.51 eV
- E_tot: -573.98437 a.u.
- HOMO-LUMO gap (spin up / spin down): 0.246 / 0.233 hartree
- Highest occupied orbital energy (spin up / spin down): -7.36 / -7.86 eV

CARTESIAN COORDINATES (ANGSTROEM)
P (2.468, -3.779, -0.502)
C (-1.816, 0.945, 0.167)
C (-0.375, 0.576, 0.168)
C (-2.165, 2.197, 0.498)
C (2.294, -2.032, -0.356)
C (1.467, -0.962, -0.075)
C (0.091, -0.703, -0.028)
H (1.832, 0.085, -0.136)
H (-1.371, 2.904, 0.732)
H (-3.205, 2.411, 0.357)
H (0.282, 1.435, 0.109)
H (-2.328, 0.338, -0.472)
H (3.463, -1.813, -0.321)
H (-0.637, -1.602, -0.140)



No. 7
Density functional theory data (the ωB97M-V functional and the def2-TZVPD basis) for a molecular structure, C16H20BBeBr4N2O12.

Summary:
- LUMO level: -9.10 eV
- E_tot: -11969.34464 a.u.
- Total charge: +1
- HOMO-LUMO gap: 0.069 hartree
- Highest occupied orbital energy: -10.97 eV

CARTESIAN COORDINATES (ANGSTROEM)
Br (1.096, 2.802, 2.832)
Br (-1.190, 2.251, 5.001)
Br (-1.340, 4.824, 3.139)
Br (7.082, -1.449, 2.164)
O (-8.194, -3.208, 1.530)
O (-2.107, -3.229, -0.201)
O (0.212, 2.214, -0.426)
O (-4.506, 2.124, 0.139)
O (5.632, -0.652, -1.611)
O (-6.785, -1.445, 1.589)
O (-4.406, -0.903, 1.797)
O (-6.300, -4.140, -0.547)
O (3.619, 1.691, -0.282)
O (-2.926, 0.748, 2.146)
O (-5.686, 0.201, 0.148)
O (-5.291, -2.189, -0.060)
N (-2.280, -1.771, -1.907)
N (-2.233, -0.612, -2.551)
C (-1.920, -1.994, -0.645)
C (4.777, 0.425, -2.042)
C (-6.244, -3.121, 0.068)
C (4.790, 1.596, -1.045)
C (-1.404, -0.921, 0.099)
C (4.957, -1.806, -1.082)
C (-7.226, -2.631, 1.151)
C (-4.749, 1.027, 0.559)
C (-3.921, 0.302, 1.632)
C (2.506, 2.302, -0.941)
C (-1.331, 0.304, -0.530)
C (-0.192, 3.585, 4.051)
C (-0.861, 1.540, 0.202)
C (1.260, 1.407, -0.907)
C (-1.768, 0.405, -1.874)
C (4.806, -1.682, 0.412)
B (-5.571, -1.092, 0.873)
Be (5.375, -1.326, -3.590)
H (-1.374, -3.495, 0.367)
H (3.975, -1.972, -1.560)
H (2.771, 2.555, -1.967)
H (-1.745, 1.351, -2.392)
H (-1.118, -1.049, 1.132)
H (1.035, 1.087, -1.930)
H (3.762, 0.089, -2.264)
H (5.573, -2.672, -1.307)
H (-0.578, 1.249, 1.210)
H (0.375, 4.147, 4.778)
H (2.263, 3.222, -0.413)
H (5.595, 1.374, -0.348)
H (4.993, 2.525, -1.576)
H (4.129, -2.410, 0.847)
H (-2.662, -2.552, -2.430)
H (-1.724, 2.194, 0.314)
H (4.494, -0.681, 0.693)
H (1.481, 0.547, -0.270)
H (5.205, 0.789, -2.992)
H (5.866, -1.874, 0.816)



No. 8
Density functional theory data (the ωB97M-V functional and the def2-TZVPD basis) for 2 unconnected molecules or ions with the total composition C8H12O2.

Summary:
- LUMO level: 0.72 eV
- E_tot: -462.47016 a.u.
- HOMO-LUMO gap: 0.340 hartree
- Highest occupied orbital energy: -8.53 eV

CARTESIAN COORDINATES (ANGSTROEM)
O (0.445, 0.621, -3.392)
O (-2.978, -0.606, 1.020)
C (2.583, -0.389, 1.319)
C (0.524, -1.255, 0.191)
C (-1.627, -0.466, 0.907)
C (0.366, 0.665, 1.614)
C (1.125, -0.339, 1.028)
C (0.922, 1.908, -2.965)
C (-0.859, -1.315, 0.094)
C (-1.031, 0.613, 1.560)
H (3.227, 0.384, 0.859)
H (-0.171, 0.374, -2.717)
H (1.144, -1.965, -0.349)
H (0.905, 1.591, 1.769)
H (2.885, -0.366, 2.366)
H (-1.385, -2.079, -0.472)
H (1.996, 1.915, -2.810)
H (-1.608, 1.291, 2.181)
H (0.733, 2.558, -3.836)
H (0.346, 2.343, -2.155)
H (-3.186, -1.527, 0.807)
H (3.104, -1.257, 0.891)